ORCA calculation (ωB97M-V with the def2-TZVPD basis set) on an isolated molecule of C22H23N3O5 at a distorted geometry.

## Properties
LUMO level: -0.004 Ha
ΔE to the lowest compared entry with this formula, charge and spin: 117.9 kJ/mol
SMILES: CCOc1cc(/C=C2/NC(=O)N(CC(=O)Nc3cccc(C)c3)C2=O)ccc1OC
Max |F|: 1.2 eV/A
HOMO energy: -7.8 eV
Orbital gap: 7.66 eV

Structure (XYZ):
```
53
C22H23N3O5 | OMol25 | ωB97M-V with the def2-TZVPD basis set
H 6.140 6.828 -2.024
C -5.072 -6.007 2.102
H 0.046 1.224 2.885
H -4.356 -2.659 0.292
H -4.594 -7.509 3.555
C -0.119 -2.727 0.788
C -5.341 -7.311 2.790
H -2.953 -6.131 2.349
H 3.874 6.692 -3.072
C 1.868 2.628 -0.521
C 2.180 3.992 -0.486
H 5.481 6.180 -0.514
C 3.065 3.934 -2.721
C 1.243 2.061 0.644
C -5.852 -4.051 0.939
O 3.612 4.607 -3.778
H -5.308 -8.127 2.066
C -6.114 -5.245 1.587
O -2.294 -1.873 0.263
H 4.368 4.630 -5.624
C 3.941 3.893 -4.945
H 5.519 5.174 -1.966
H 3.055 3.447 -5.407
C 0.828 0.810 0.947
H -1.511 -4.613 1.600
C -3.773 -5.547 1.951
O 2.946 5.998 -1.347
C -3.506 -4.345 1.302
O 1.246 -0.795 -0.863
C 2.778 2.572 -2.748
H 0.286 -3.412 1.537
C 0.831 -0.485 0.231
H -6.668 -3.465 0.544
H 3.865 7.731 -1.628
N 0.239 0.531 2.181
C 2.192 1.923 -1.682
H 1.073 2.788 1.433
H -6.326 -7.310 3.249
H 1.979 0.871 -1.755
C 3.995 6.706 -1.986
H 3.002 1.998 -3.632
H 0.301 -2.950 -0.198
C 5.374 6.187 -1.597
C 2.771 4.659 -1.546
C -0.142 -0.772 2.296
O -0.677 -1.317 3.228
N 0.259 -1.378 1.111
H 4.682 3.113 -4.746
H -7.132 -5.589 1.697
C -4.556 -3.592 0.790
N -2.163 -3.956 1.192
C -1.656 -2.793 0.716
H 1.955 4.581 0.390
```

***

ORCA calculation (ωB97M-V with the def2-TZVPD basis set) on a cluster of 2 separate species, C12H21FNO8 in total.

## Properties
LUMO level: -0.111 Ha
Max |F|: 0.9 eV/A
HOMO energy: -13.9 eV
Orbital gap: 10.86 eV
Total charge: +1

Structure (XYZ):
```
43
C12H21FNO8 | OMol25 | ωB97M-V with the def2-TZVPD basis set
H -2.392 3.798 -2.312
O -2.499 -2.172 0.378
F -4.496 -2.384 3.177
H -1.997 -3.413 1.971
H -0.099 3.156 -2.001
H -2.227 -1.700 2.368
C -0.821 2.348 -1.867
H -0.509 1.094 -3.586
H 2.436 1.306 0.593
C 1.532 -1.694 0.051
N 1.443 0.544 -1.063
C 2.176 -0.775 -0.974
H 1.496 2.516 -0.281
H 2.911 -1.066 3.718
C 1.297 -1.180 2.347
O 4.400 2.604 -0.396
C -0.344 1.059 -2.509
H 1.348 -0.579 4.367
O 1.082 0.822 -2.392
O 0.115 -1.402 2.278
C -2.220 2.728 -2.387
H 3.204 -0.585 -0.661
H -4.424 -3.752 1.730
C -3.704 -1.683 -0.010
H -2.989 2.187 -1.835
O -4.616 -1.842 0.984
H 0.570 0.430 -0.534
O 2.143 -1.533 1.331
H -0.928 2.198 -0.782
C -4.075 -2.741 1.944
H -0.892 0.180 -2.143
H 2.244 0.516 3.255
O 3.614 1.835 -2.321
H 1.691 -2.723 -0.280
H 0.448 -1.557 0.098
H -2.322 2.408 -3.427
H 2.189 -1.209 -1.970
O -3.916 -1.183 -1.062
H 4.102 2.780 0.507
C 2.171 1.669 -0.405
C -2.589 -2.527 1.762
C 1.994 -0.516 3.494
C 3.454 2.035 -1.158
```

***

ORCA calculation (ωB97M-V with the def2-TZVPD basis set) on a structure of composition C10H19N3O4 at a distorted geometry.

## Properties
LUMO level: 0.015 Ha
ΔE to the lowest compared entry with this formula, charge and spin: 550.6 kJ/mol
Max |F|: 6.8 eV/A
HOMO energy: -10.0 eV
Orbital gap: 10.45 eV

Structure (XYZ):
```
36
C10H19N3O4 | OMol25 | ωB97M-V with the def2-TZVPD basis set
H -3.977 -0.121 3.222
H -2.017 -1.033 2.606
O 1.517 -1.623 -1.111
H -3.383 -3.447 2.508
H 4.746 2.539 -1.556
C -2.144 0.107 0.771
H -1.324 -3.739 2.680
C -2.587 -1.068 1.684
H 1.007 0.774 -2.161
H 4.215 2.065 0.001
N 4.065 2.753 -0.734
O 2.701 2.697 -2.605
H 0.519 -1.496 -0.904
O -0.011 0.023 1.534
H -2.521 -4.804 1.261
H -1.358 -2.401 0.423
H -4.568 -2.018 2.487
H -3.049 -2.617 0.250
C -0.729 0.176 0.573
C -2.325 -3.645 1.903
H -1.084 0.570 -1.341
H -3.286 -1.013 -0.492
H -2.515 1.179 1.257
C 1.064 0.795 -1.025
H 1.795 2.090 0.500
N -3.039 0.005 -0.504
C -3.991 -0.893 2.103
C -2.299 -2.436 1.046
C 2.022 -0.468 -0.863
N -0.320 0.313 -0.638
H -4.746 -0.387 1.225
O 3.206 -0.420 -0.726
H 0.850 2.909 -0.717
H -3.992 0.441 -0.382
C 2.840 2.588 -1.410
C 1.552 2.111 -0.529
```

***

ORCA calculation (ωB97M-V with the def2-TZVPD basis set) on a cluster of 2 separate species, C3H2FO2 in total at a distorted geometry.

## Properties
LUMO level: 0.155 Ha
ΔE to the lowest compared entry with this formula, charge and spin: 589.6 kJ/mol
Max |F|: 2.4 eV/A
HOMO energy: -3.7 eV
Orbital gap: 7.98 eV
Total charge: -1

Structure (XYZ):
```
8
C3H2FO2 | OMol25 | ωB97M-V with the def2-TZVPD basis set
O -2.002 -0.739 1.008
C -0.397 0.397 -0.624
C -1.356 0.028 0.355
C 2.072 -0.121 0.167
O -1.093 1.327 0.344
F -0.907 0.594 -1.914
H 1.643 -0.456 1.134
H 2.040 -1.031 -0.470
```

***

ORCA calculation (ωB97M-V with the def2-TZVPD basis set) on a cluster of 16 separate species, C64H96O48 in total at a distorted geometry.

## Properties
LUMO level: -0.005 Ha
ΔE to the lowest compared entry with this formula, charge and spin: 567.4 kJ/mol
Max |F|: 8.0 eV/A
HOMO energy: -10.2 eV
Orbital gap: 10.10 eV

Structure (XYZ):
```
208
C64H96O48 | OMol25 | ωB97M-V with the def2-TZVPD basis set
C 27.091 20.205 2.674
O 17.918 21.959 -8.761
H 18.599 17.945 -11.096
C 27.973 9.725 2.674
C 22.972 10.954 -6.363
C 12.456 13.566 -2.803
O 25.938 17.193 -8.995
H 27.554 20.175 -11.515
O 24.666 7.887 -6.347
C 17.212 4.038 -11.845
C 22.510 11.288 -14.938
O 31.657 8.388 -10.471
O 16.527 5.123 -11.641
H 16.425 3.794 -9.038
O 32.787 6.885 -11.802
H 18.724 18.804 -2.713
O 17.369 3.509 -13.003
C 12.966 14.853 -15.290
H 32.793 10.989 -11.467
C 15.862 19.196 -9.555
H 24.176 4.151 -11.164
H 21.646 10.365 -13.203
O 20.860 7.550 4.511
H 14.948 19.605 -9.986
H 14.808 12.739 -1.045
H 28.770 -3.857 -8.572
H 11.150 12.178 -14.484
H 25.334 19.010 -0.081
H 27.754 12.006 2.956
O 13.077 14.064 -12.943
O 33.470 16.846 -5.400
O 26.486 -1.708 -5.547
O 23.354 10.194 -14.968
C 25.372 3.018 -12.613
H 27.349 3.929 -13.361
H 21.321 12.292 -6.239
H 13.859 14.284 -15.548
H 30.542 3.127 -4.766
H 27.146 3.624 -11.647
O 11.811 14.689 -3.388
H 33.006 5.913 -5.020
O 24.725 9.827 -5.219
H 16.705 6.515 -10.094
H 30.778 11.350 -9.218
C 16.391 5.503 -10.347
H 27.377 18.763 -12.533
C 17.019 19.111 -10.544
H 29.675 -3.642 -7.025
H 28.529 20.525 -0.014
C 21.309 10.684 -14.190
O 34.280 1.538 -4.144
O 25.558 9.843 -14.814
H 28.265 18.556 0.646
O 27.396 21.141 1.760
C 13.906 14.060 -2.640
H 13.033 15.918 -15.068
C 26.239 18.405 -0.137
C 17.375 20.904 -9.193
H 13.790 13.941 -0.520
H 34.789 20.732 -5.009
O 27.982 17.508 -9.884
H 14.484 13.624 -3.455
H 17.323 20.904 -0.784
H 26.857 20.845 -0.365
O 24.608 11.884 -14.497
C 17.150 4.364 -9.619
C 27.530 20.505 0.422
H 19.861 8.226 6.321
C 24.644 4.280 -12.140
H 23.372 11.371 -7.288
H 28.764 11.509 1.579
H 12.220 12.652 -3.349
C 17.840 17.886 -10.316
H 15.338 5.444 -10.070
H 12.019 13.530 -1.805
C 28.241 8.774 1.550
C 12.249 14.102 -14.099
O 21.073 7.733 2.239
H 31.394 10.680 -12.474
C 26.217 -1.266 -6.727
H 17.872 5.787 4.338
O 26.338 18.647 -10.706
O 25.031 2.910 -13.988
C 28.890 -3.252 -7.673
H 28.981 16.841 -12.408
H 19.698 6.585 6.035
H 15.800 18.353 -8.867
H 17.260 17.017 -10.628
H 30.435 9.791 -8.599
H 16.990 6.581 5.633
C 18.293 4.937 -8.770
C 33.445 2.399 -4.279
H 35.139 18.084 -5.133
C 27.438 19.091 -11.495
O 29.138 9.672 3.472
O 23.705 4.442 -13.228
H 34.506 18.188 -6.726
H 27.441 8.043 1.432
C 17.447 6.739 4.656
C 32.466 5.661 -4.107
O 23.110 9.575 -6.649
C 12.611 15.790 -3.401
H 30.156 9.603 -10.927
C 18.531 7.811 4.681
O 31.183 8.678 3.349
C 28.617 18.379 -10.821
H 20.359 19.078 -2.893
H 17.943 5.446 -7.872
H 20.897 10.782 -6.793
O 32.347 18.415 -4.395
O 27.031 20.368 3.901
H 34.335 19.973 -3.449
H 16.558 19.040 -11.530
H 30.092 18.026 -12.415
H 16.653 7.007 3.959
O 23.440 3.625 -15.403
C 32.048 10.236 -11.725
C 13.214 12.844 -12.411
O 19.018 7.896 3.337
H 20.893 9.780 -14.635
C 24.630 10.614 -14.849
O 29.512 8.222 1.864
H 19.723 18.227 -1.403
C 26.922 3.233 -12.639
C 27.571 -2.584 -5.514
H 18.056 8.749 4.968
H 18.129 19.476 -0.038
O 12.243 16.825 -3.903
H 26.023 17.338 -0.096
H 11.222 14.424 -13.926
H 12.636 12.395 -15.324
C 20.337 7.698 3.263
O 13.788 15.488 -2.813
H 33.000 6.138 -3.286
C 19.323 20.467 -1.479
H 31.466 6.085 -4.204
O 25.439 -0.397 -6.952
H 32.119 10.389 -8.694
C 20.082 21.632 0.328
H 18.867 5.728 -9.253
C 33.973 20.317 -4.417
C 32.451 17.092 -4.623
O 17.711 3.612 -10.671
H 33.236 21.106 -4.263
C 31.560 3.408 -5.037
H 31.686 4.007 -2.951
H 22.204 11.474 -15.967
C 12.156 12.582 -14.364
C 23.367 12.425 -14.399
H 27.224 -3.456 -4.959
C 30.034 8.863 2.923
H 25.059 2.078 -12.159
H 27.104 9.422 3.258
H 29.266 19.069 -10.282
H 18.993 21.096 -2.305
H 30.198 16.954 -11.056
O 31.577 16.324 -4.287
H 20.478 11.362 -13.996
H 23.064 12.570 -13.362
O 13.774 12.544 -11.353
C 18.260 20.493 -0.408
C 23.986 11.063 -5.215
C 34.206 18.019 -5.691
H 27.043 11.330 1.607
C 23.981 3.675 -14.301
C 27.582 -3.006 -6.976
O 20.817 22.350 0.959
O 20.426 21.081 -0.827
C 32.407 8.008 -11.567
C 19.600 19.046 -2.112
C 29.486 17.484 -11.689
H 18.995 4.159 -8.473
O 33.414 3.507 -3.797
C 31.196 9.701 -10.616
C 27.935 11.218 2.224
C 27.291 19.038 0.737
H 31.549 4.033 -5.930
O 32.692 9.058 -12.311
H 23.404 10.991 -4.297
H 18.267 17.747 -9.323
H 24.564 11.987 -5.242
O 18.791 21.312 0.591
H 23.322 13.382 -14.919
O 26.931 18.983 2.122
C 26.687 17.736 -9.800
H 25.236 5.194 -12.153
O 12.683 11.924 -13.209
H 29.223 -2.269 -8.007
H 28.401 9.299 0.608
C 32.228 4.147 -3.887
H 26.473 18.605 -1.183
H 12.304 14.838 -16.156
C 33.270 19.107 -5.181
H 32.779 19.561 -6.042
H 21.307 10.924 -5.036
C 31.160 10.330 -9.208
C 21.548 11.243 -6.050
H 15.385 14.451 -1.079
H 27.031 -3.939 -7.098
C 24.253 9.053 -6.132
H 27.447 2.296 -12.824
O 32.367 2.227 -5.071
C 19.819 7.522 5.490
O 16.311 20.232 -8.659
C 14.556 13.773 -1.278
O 17.747 20.319 -10.342
O 26.913 -1.937 -7.610
H 28.494 -2.111 -5.177
```

***

ORCA calculation (ωB97M-V with the def2-TZVPD basis set) on a structure of composition C33H39BBrF4IIrN6O3.

## Properties
LUMO level: -0.071 Ha
ΔE to the lowest compared entry with this formula, charge and spin: 30.2 kJ/mol
Max |F|: 0.6 eV/A
HOMO energy: -10.5 eV
Orbital gap: 8.61 eV
Total charge: +1

Structure (XYZ):
```
89
C33H39BBrF4IIrN6O3 | OMol25 | ωB97M-V with the def2-TZVPD basis set
H -5.068 1.820 4.731
Ir 0.746 0.615 0.415
C -1.883 1.047 -3.606
O -0.473 -0.476 1.841
C -0.183 -0.074 -2.322
C -0.334 0.636 5.361
C 5.552 1.834 -1.119
H 4.526 0.173 -2.832
C -1.370 2.668 0.952
C -0.140 1.988 5.152
H -6.232 2.162 3.432
H -4.642 -2.617 -2.081
H 2.547 -1.893 -0.878
C -4.540 5.745 0.228
H 5.638 0.842 -0.689
H -1.253 -2.270 2.524
O -4.295 2.879 3.205
H 5.063 -1.078 -1.695
C -3.864 3.053 -3.640
C -0.910 0.059 -3.486
H 0.012 2.650 5.993
H -6.597 5.980 0.771
C -5.901 -4.119 1.238
H -0.578 -1.306 4.471
F 3.466 1.487 3.759
Br -4.554 -2.308 2.930
H 2.845 -1.057 0.672
N -2.141 3.376 1.808
N 3.306 -0.016 -1.145
H -4.563 6.503 -0.541
C -1.358 1.745 -1.350
H 3.639 -1.347 -2.719
H -6.941 -5.544 0.033
C -0.402 0.754 -1.208
H 2.101 2.722 -0.131
H 0.089 3.549 3.672
I -3.344 -0.812 -0.008
F 2.204 0.480 2.113
H 6.167 1.910 -2.016
C -4.610 -2.465 0.053
H 1.367 -0.841 -0.463
C -5.414 2.570 4.027
C -5.833 -4.146 -1.161
C -3.318 4.093 1.479
C -5.637 4.504 1.982
N 2.046 1.783 -0.505
H 5.911 2.539 -0.369
N -1.728 2.656 -0.334
H -6.529 4.301 2.557
H -2.036 3.133 2.783
B 3.192 1.576 2.431
F 4.283 1.320 1.604
C 2.521 -0.934 -0.357
H -5.755 3.453 4.571
C -4.996 -3.042 -1.152
H -0.430 -2.296 0.956
H -4.447 2.147 -3.811
H -6.129 -4.584 -2.105
F 2.581 2.780 2.075
C -2.097 1.893 -2.538
H 3.872 4.058 -0.567
C 3.171 1.323 -0.998
N 4.154 2.142 -1.432
C -3.355 5.071 0.499
H -2.452 1.145 -4.517
H -3.285 3.296 -4.533
H 0.541 -2.178 2.465
C -0.390 -1.904 1.968
C -4.460 3.819 2.243
C -0.107 2.501 3.858
H -4.530 3.877 -3.403
C -0.439 0.275 3.020
H -0.725 -0.609 -4.318
C -0.293 1.646 2.793
N -0.309 2.004 1.402
H -2.553 3.194 -0.569
C -0.472 -0.247 4.290
H 0.566 -0.855 -2.278
C 3.867 3.565 -1.546
H -0.344 0.243 6.368
H -6.244 -4.533 2.176
H 4.642 4.016 -2.162
C -5.063 -3.013 1.247
O -3.013 2.900 -2.511
C -5.672 5.455 0.968
C 4.192 -0.601 -2.147
C -6.287 -4.683 0.034
H 2.905 3.716 -2.031
H -2.449 5.325 -0.038
```

***

ORCA calculation (ωB97M-V with the def2-TZVPD basis set) on an isolated molecule of C4H8N2OS at a distorted geometry.

## Properties
LUMO level: 0.023 Ha
ΔE to the lowest compared entry with this formula, charge and spin: 343.2 kJ/mol
SMILES: [H]/N=C1/CON[C@]1(C)S
Max |F|: 3.6 eV/A
HOMO energy: -9.2 eV
Orbital gap: 9.82 eV

Structure (XYZ):
```
16
C4H8N2OS | OMol25 | ωB97M-V with the def2-TZVPD basis set
S -1.532 1.779 0.100
H -2.281 -0.961 -0.671
H 1.103 1.693 -1.722
C -0.528 -0.789 0.052
C -0.046 0.619 -0.167
N -1.513 -1.479 -0.274
H 1.349 -1.633 0.601
O 0.587 -0.210 1.924
H -1.923 1.500 1.452
C 0.580 0.707 -1.598
H 1.325 -0.146 -1.594
H -0.040 -2.095 1.668
C 0.394 -1.348 1.004
H 1.943 0.769 0.632
N 0.868 0.834 0.926
H -0.287 0.759 -2.333
```

***

ORCA calculation (ωB97M-V with the def2-TZVPD basis set) on a cluster of 2 separate species, C2H8N2O in total at a distorted geometry.

## Properties
LUMO level: 0.030 Ha
ΔE to the lowest compared entry with this formula, charge and spin: 230.5 kJ/mol
SMILES: C=O.NCN
Max |F|: 1.9 eV/A
HOMO energy: -9.9 eV
Orbital gap: 10.74 eV

Structure (XYZ):
```
13
C2H8N2O | OMol25 | ωB97M-V with the def2-TZVPD basis set
O 3.248 2.153 1.713
H 2.626 0.238 1.631
H -2.771 -1.059 0.336
H 2.578 1.285 0.052
H -0.934 -2.118 -1.495
C -2.321 -1.145 -0.658
H -1.448 -2.821 -0.079
H -1.828 0.876 -0.789
N -1.092 -1.969 -0.499
N -2.052 0.103 -1.403
H -2.984 0.234 -1.781
C 2.809 1.202 1.127
H -3.081 -1.633 -1.281
```

***

What is the max |F| in the first record? 1.2 eV/A